Model w:
Here is a 11-piece molecular cluster, C4H28NO13 overall from OMol25. Energies are from the ωB97M-V functional and the def2-TZVPD basis.

XYZ file:
```
46
Properties=species:S:1:pos:R:3:mulliken_charge:R:1
O 1.2115 -0.3779 2.1898 -0.819
C 0.4827 -0.2529 1.1635 -0.101
O 0.2788 -1.3225 0.4562 -0.557
C -0.2527 0.9990 0.6784 1.008
C -1.6682 0.7886 1.2430 0.287
C -2.3070 2.0296 1.7916 -1.823
O -2.5862 0.3301 0.1880 -0.438
N 0.4900 2.2547 0.9497 -0.497
H -0.3777 0.9588 -0.4721 -0.278
H -1.8012 -0.1736 1.8587 0.312
H -1.8536 2.3026 2.8016 0.386
H -3.3603 1.8293 2.0970 0.429
H -2.1705 2.8514 0.9998 0.352
H -3.1309 1.0410 -0.2614 0.254
H 0.2496 2.5747 1.9085 0.272
H 1.4590 2.0968 0.7714 0.232
H 3.7841 -0.1895 2.6257 0.396
H 2.6968 0.8807 2.9076 0.344
O 3.6840 0.8185 2.7197 -0.695
H 0.3918 -0.0425 -2.8986 0.369
H -0.5111 0.9239 -3.5439 0.315
O 0.2279 0.3828 -3.7222 -0.657
H 2.3516 -1.9511 1.6336 0.317
H 3.5125 -1.4352 1.1009 0.342
O 3.2404 -2.0013 1.7944 -0.721
H -1.9017 -3.2283 -1.0699 0.325
H -1.5493 -1.8043 -0.4471 0.309
O -2.2243 -2.2513 -0.9689 -0.683
H -4.3098 -1.3830 1.8577 0.298
H -4.2146 -1.4004 0.4421 0.306
O -4.7296 -0.9596 1.0818 -0.630
H 3.2788 0.2951 -2.1369 0.466
H 3.6739 1.0573 -0.8791 0.283
O 3.7733 1.0657 -1.9124 -0.683
H -2.1440 0.1958 -1.4693 0.438
H -2.8538 -0.2979 -2.5356 0.295
O -2.2707 0.3828 -2.3517 -0.640
H 1.9675 -1.5019 -1.4591 0.278
H 2.3428 -1.9139 -2.8617 0.320
O 2.3527 -1.0466 -2.2918 -0.750
H -0.3694 -4.5707 1.0466 0.290
H -0.1396 -3.1501 0.2809 0.485
O -0.3746 -4.1612 0.1847 -0.715
H 0.1474 3.8879 -0.9277 0.339
H 0.6127 3.5648 -2.2330 0.322
O 0.3244 4.3174 -1.7481 -0.681
```

- 2S+1: 1
- LUMO level: 2.649 eV
- HOMO level: -6.579 eV
- Total charge: -1
- Gap between HOMO and LUMO: 9.2272 eV

***

Model x:
Here is a 11-piece molecular cluster, C4H28NO13 overall from OMol25. Energies are from the ωB97M-V functional and the def2-TZVPD basis.

XYZ file:
```
46
Properties=species:S:1:pos:R:3:mulliken_charge:R:1
C 2.2156 0.0348 -0.1701 -1.479
C 1.2419 -1.0272 -0.6526 1.136
C 1.9654 -2.1902 -1.2894 -1.623
O 0.4751 -1.4846 0.5184 -0.877
N 1.6128 1.3017 0.2435 -0.047
C 0.7252 2.0190 -0.5365 0.412
O 0.0734 2.9489 -0.0181 -0.813
O 0.6377 1.6970 -1.7832 -0.875
H 2.7796 -0.3475 0.6644 0.446
H 2.9383 0.2068 -0.9490 0.529
H 0.5185 -0.5519 -1.3101 0.190
H 2.6674 -2.6411 -0.5846 0.373
H 2.5241 -1.8772 -2.1797 0.404
H 1.2625 -2.9571 -1.6048 0.389
H -0.0480 -2.2560 0.1956 0.324
H 1.5273 1.3969 1.2504 0.410
H 0.8809 -0.5656 2.1707 0.227
H 0.3318 0.2654 3.3740 0.469
O 1.1476 -0.1718 3.0248 -0.743
H -2.6153 -0.9703 -0.5154 0.441
H -2.3377 -0.4328 -1.9291 0.432
O -2.6473 -1.2254 -1.4609 -0.830
H -1.3004 1.7605 3.2411 0.519
H -1.6943 0.3375 2.8432 0.362
O -1.3226 0.8599 3.5966 -0.870
H -0.6796 3.1875 1.5778 0.450
H -2.1647 3.0038 1.5991 0.297
O -1.4204 3.1463 2.2097 -0.776
H -2.1906 0.5635 0.7123 0.366
H -1.0492 -0.5383 0.8828 0.762
O -1.9789 -0.3254 1.0467 -0.974
H -1.6090 -2.5594 -1.1191 0.440
H -1.7474 -3.7647 -0.1768 0.273
O -1.1064 -3.3107 -0.7143 -0.714
H 1.9567 1.2318 -2.8479 0.364
H 3.1935 1.9300 -3.4187 0.294
O 2.7420 1.0797 -3.4281 -0.685
H -0.8270 1.3947 -2.0916 0.428
H -2.0280 1.6118 -3.1537 0.232
O -1.8208 1.2336 -2.2933 -0.714
H -3.8077 1.7302 -0.5409 0.237
H -2.3388 1.8860 -1.0222 0.452
O -2.9203 1.9491 -0.2327 -0.710
H 1.7291 -2.4806 1.5971 0.445
H 2.2110 -2.2270 2.9919 0.351
O 2.2972 -2.8717 2.2828 -0.724
```

- 2S+1: 1
- LUMO level: 2.692 eV
- HOMO level: -6.394 eV
- Total charge: -1
- Gap between HOMO and LUMO: 9.0858 eV

***

Top of the stability list: model x, leading by 0.1753 hartree.

***

Model w:
Here is C4H5FS2 as an isolated structure from OMol25. Energies are from the ωB97M-V functional and the def2-TZVPD basis.

XYZ file:
```
12
Properties=species:S:1:pos:R:3:mulliken_charge:R:1
C 1.2598 1.0851 0.0912 -1.394
C -0.0249 0.5882 0.0357 0.502
C -0.1492 -0.8817 -0.1886 0.140
C -1.3817 -1.6405 -0.0226 -0.359
H 1.6692 1.0051 1.2674 0.271
H 1.8050 0.8051 -0.7190 0.577
H 0.8771 2.1770 -0.0881 0.283
H -0.5734 0.7544 0.9414 0.245
H -1.1926 -3.0303 -0.0547 0.272
F -0.8177 1.3407 -0.7328 -0.260
S 1.4466 -1.6082 -0.3627 -0.157
S -2.9182 -0.5951 -0.1674 -0.118
```

- 2S+1: 1
- LUMO level: -2.934 eV
- HOMO level: -9.338 eV
- Gap between HOMO and LUMO: 6.4040 eV

***

Model x:
Here is one molecule with the formula C4H5FS2 from OMol25. Energies are from the ωB97M-V functional and the def2-TZVPD basis.

XYZ file:
```
12
Properties=species:S:1:pos:R:3:mulliken_charge:R:1
C 2.9873 0.2633 0.1126 -0.751
C -0.0387 -0.0115 -0.0958 0.473
C -1.1046 -1.0228 -0.3028 -0.314
C -2.3516 -0.8882 0.0537 -0.164
H 3.1849 0.4449 1.3357 0.250
H 2.8362 1.2096 -0.6412 0.291
H 3.8351 -0.3960 -0.2952 0.285
H -0.9430 -2.1254 -0.6383 0.188
H -3.0804 -1.5932 -0.0968 0.384
F -2.9428 0.3631 0.2845 -0.230
S 1.5594 -0.9137 0.0755 -0.081
S -0.0783 1.4854 -0.1275 -0.330
```

- 2S+1: 1
- LUMO level: -0.345 eV
- HOMO level: -8.616 eV
- SMILES string: CSC(=S)/C=C\F
- Gap between HOMO and LUMO: 8.2710 eV

***

Model y:
Here is one molecule with the formula C4H5FS2 from OMol25. Energies are from the ωB97M-V functional and the def2-TZVPD basis.

XYZ file:
```
12
Properties=species:S:1:pos:R:3:mulliken_charge:R:1
C 1.7665 -0.2244 -0.5857 -0.291
C 0.5960 0.6856 -0.2447 0.146
C -0.5543 -0.1789 0.0564 -0.099
C -1.8017 0.0819 1.0731 -0.607
H 2.7734 0.1557 -0.5400 0.368
H 1.8061 -0.5503 -1.7479 0.192
H -0.1113 -1.3298 0.1174 0.421
H -2.2082 1.2631 1.2886 0.266
H -2.1352 -0.8440 1.7239 0.265
F 1.5082 -1.4612 0.0140 -0.300
S 0.4924 2.3511 -0.1601 -0.206
S -2.1318 0.0510 -0.9951 -0.155
```

- 2S+1: 1
- LUMO level: -1.100 eV
- HOMO level: -8.851 eV
- SMILES string: FCC(=S)[C@H]1CS1
- Gap between HOMO and LUMO: 7.7511 eV

***

Top of the stability list: model x, leading by 0.0534 hartree.

***

Model w:
Here is H10NaO5 as an isolated structure from OMol25. Energies are from the ωB97M-V functional and the def2-TZVPD basis.

XYZ file:
```
16
Properties=species:S:1:pos:R:3:mulliken_charge:R:1
Na -0.4660 27.8300 13.2380 0.931
O 0.5160 25.8140 12.4530 -0.599
H 1.2030 25.8060 13.1210 0.342
H 0.9580 25.6730 11.5910 0.289
O -2.2040 28.0610 11.7590 -0.584
H -1.8970 28.2220 10.8820 0.287
H -3.1800 28.0700 11.7360 0.281
O -1.5560 26.4830 14.7270 -0.660
H -1.2100 26.3390 15.6260 0.332
H -1.4700 25.5580 14.4570 0.331
O 1.4680 28.1730 14.2960 -0.625
H 2.2570 28.3490 13.7980 0.306
H 1.7670 27.6740 15.0840 0.318
O 0.5660 28.6140 11.1660 -0.507
H 1.4200 28.2560 11.2360 0.278
H 0.8790 29.3110 10.5750 0.280
```

- 2S+1: 1
- LUMO level: -3.591 eV
- HOMO level: -15.504 eV
- Total charge: +1
- Gap between HOMO and LUMO: 11.9136 eV

***

Model x:
Here is H10NaO5 as an isolated structure from OMol25. Energies are from the ωB97M-V functional and the def2-TZVPD basis.

XYZ file:
```
16
Properties=species:S:1:pos:R:3:mulliken_charge:R:1
Na 0.0344 0.2292 0.3873 0.813
O -0.9151 -1.7302 1.7452 -0.593
H -1.2168 -2.4414 1.1612 0.335
H -0.7821 -2.1576 2.6027 0.290
O 2.4878 0.0496 0.4797 -0.593
H 3.1570 0.0452 1.1764 0.299
H 2.7973 0.7140 -0.1474 0.320
O 0.1205 -0.6345 -1.8086 -0.556
H 0.8238 -1.2758 -1.9806 0.318
H -0.3949 -0.5963 -2.6236 0.276
O 0.3878 2.3782 -0.5877 -0.582
H 0.4127 3.3234 -0.3935 0.296
H 1.0931 2.2305 -1.2292 0.321
O -2.4537 0.2741 0.3539 -0.629
H -2.3969 -0.3616 1.0872 0.372
H -3.1550 -0.0468 -0.2232 0.312
```

- 2S+1: 1
- LUMO level: -3.268 eV
- HOMO level: -15.259 eV
- Total charge: +1
- Gap between HOMO and LUMO: 11.9907 eV

***

Top of the stability list: model x, leading by 0.0137 hartree.

***

Model w:
Here is an isolated ion of composition C9H13N3 and charge +2 from OMol25. Energies are from the ωB97M-V functional and the def2-TZVPD basis.

XYZ file:
```
25
Properties=species:S:1:pos:R:3:mulliken_charge:R:1
C 2.4169 -0.3250 0.2782 0.625
C -2.8550 0.1447 0.5754 -0.133
C -1.2228 -0.5459 -1.1108 -0.493
C 2.0381 -1.6250 0.5700 -0.768
C -2.6656 -0.8452 -0.5651 -0.738
C -0.8147 1.6587 0.2797 -0.776
C 0.4617 -1.7099 0.6098 -0.531
C -0.4933 0.4541 -0.3939 0.712
C 2.4676 2.0812 -0.5570 -0.557
N -2.0652 1.0665 0.8482 -0.427
N 2.5544 0.7567 -0.1019 0.033
N -0.1109 -0.7886 -0.2577 -0.030
H -3.5802 -0.0264 1.2781 0.499
H -1.0513 -0.4894 -2.1858 0.470
H 2.4298 -2.4050 0.0209 0.420
H 2.5360 -1.9327 1.5224 0.361
H -2.7268 -1.9892 -0.2719 0.359
H -3.4283 -0.7120 -1.3378 0.385
H -0.2204 2.1109 1.0162 0.455
H -1.2245 2.5150 -0.3144 0.359
H 0.1114 -2.7485 0.3850 0.422
H 0.0967 -1.6735 1.6275 0.424
H 2.9216 2.6533 0.2761 0.339
H 1.3883 2.2338 -0.7347 0.261
H 3.0366 2.1413 -1.4563 0.329
```

- 2S+1: 1
- LUMO level: -8.287 eV
- HOMO level: -17.214 eV
- SMILES string: C[N+]#CCC[N+]1=C2CN=CC[C@@H]21
- Total charge: +2
- Gap between HOMO and LUMO: 8.9275 eV

***

Model x:
Here is an isolated ion of composition C9H13N3 and charge +2 from OMol25. Energies are from the ωB97M-V functional and the def2-TZVPD basis.

XYZ file:
```
25
Properties=species:S:1:pos:R:3:mulliken_charge:R:1
C -0.0411 -1.9415 1.7158 -0.681
C 0.3826 -2.4927 0.4408 -0.395
C -0.0130 -0.5935 1.9472 -0.490
C 1.1216 -1.6383 -0.3987 -0.548
C -0.8805 0.3002 -1.5437 -0.078
C -0.6750 1.2220 0.6500 0.297
C 0.5844 0.4057 1.0124 0.591
C 1.1903 -0.2965 -0.2629 0.572
C 2.0920 0.5503 -0.9894 -1.690
N -1.3680 1.1121 -0.5113 -0.140
N -1.6481 0.0069 -2.5677 -0.233
N -1.1101 2.0660 1.5364 -0.261
H -0.5949 -2.5753 2.3202 0.454
H 0.2981 -3.5388 0.3603 0.518
H -0.4759 -0.2359 2.7974 0.461
H 1.3662 -1.9577 -1.3438 0.517
H 1.5191 0.9988 1.3524 0.532
H 2.3298 0.2835 -2.0018 0.447
H 2.9765 0.3987 -0.4357 0.494
H 1.7986 1.6361 -1.1572 0.338
H -2.3346 1.6257 -0.5227 0.357
H -1.3486 -0.5876 -3.3134 0.271
H -2.4944 0.4676 -2.8304 0.225
H -0.6472 2.3852 2.3388 0.270
H -2.0277 2.3991 1.4069 0.172
```

- 2S+1: 1
- LUMO level (alpha / beta): -9.321 / -9.322 eV
- HOMO level (alpha / beta): -16.648 / -16.646 eV
- Total charge: +2
- Gap between HOMO and LUMO (alpha / beta): 7.3262 / 7.3241 eV

***

Top of the stability list: model x, leading by 0.0951 hartree.

***

Model w:
Here is a 2-piece molecular cluster, C5H8NO overall from OMol25. Energies are from the ωB97M-V functional and the def2-TZVPD basis.

XYZ file:
```
15
Properties=species:S:1:pos:R:3:mulliken_charge:R:1
C -2.4017 -0.8778 0.2467 -0.194
C -0.7732 1.0355 0.5067 -0.302
C 2.4434 0.2100 -0.3043 -0.252
C -0.4428 0.4151 -0.8287 -0.472
C 1.3989 -0.7962 -0.4000 0.080
N -1.5204 -0.0308 -0.0763 0.137
O 1.7248 -0.3816 0.8121 -0.298
H -2.6722 -1.7447 -0.1625 0.318
H -3.0025 -0.7053 1.0377 0.293
H -0.1109 0.7841 1.4701 0.219
H -1.2287 2.0604 0.7634 0.278
H 3.5270 -0.2113 -0.2498 0.220
H 2.3840 1.2094 -0.4095 0.292
H -0.4734 0.8581 -1.7356 0.321
H 1.1477 -1.8249 -0.6698 0.358
```

- 2S+1: 1
- LUMO level (alpha / beta): -4.955 / -4.956 eV
- HOMO level (alpha / beta): -13.715 / -13.714 eV
- Total charge: +1
- Gap between HOMO and LUMO (alpha / beta): 8.7597 / 8.7589 eV

***

Model x:
Here is a 2-piece molecular cluster, C5H8NO overall from OMol25. Energies are from the ωB97M-V functional and the def2-TZVPD basis.

XYZ file:
```
15
Properties=species:S:1:pos:R:3:mulliken_charge:R:1
C 2.1715 -0.1672 0.2735 -0.422
C 1.7615 -1.1858 0.6780 -0.396
C -1.0251 0.8198 0.3939 -0.340
C -1.5768 -0.4367 0.8907 -0.234
C -0.6939 -1.1011 -1.0368 -0.400
N -0.1345 0.3028 -0.7613 -0.195
O -1.2799 -1.4239 0.1047 -0.209
H 2.6933 0.7350 0.0695 0.476
H -1.8316 1.3945 -0.0977 0.333
H -0.4476 1.4452 1.1159 0.304
H 1.2200 -2.0550 1.0847 0.420
H -2.0290 -0.6621 1.7600 0.543
H -0.0384 -1.8385 -1.4651 0.392
H -0.2932 0.9588 -1.6544 0.430
H 0.9683 0.1181 -0.6468 0.299
```

- 2S+1: 1
- LUMO level (alpha / beta): -4.535 / -4.059 eV
- HOMO level (alpha / beta): -12.455 / -13.041 eV
- Total charge: +1
- Gap between HOMO and LUMO (alpha / beta): 7.9202 / 8.9822 eV

***

Model y:
Here is C5H8NO as an isolated structure from OMol25. Energies are from the ωB97M-V functional and the def2-TZVPD basis.

XYZ file:
```
15
Properties=species:S:1:pos:R:3:mulliken_charge:R:1
C -0.3720 0.4691 1.3437 0.147
C -1.0915 1.5957 1.9341 -0.073
C 0.3833 -0.3825 -0.9028 0.537
C -0.2760 -1.5721 -1.0280 -0.892
C 1.5228 0.2522 -1.5598 -0.933
N -0.3577 -0.3522 2.2751 -0.231
O -0.9923 0.6479 3.0852 -0.126
H -0.3717 2.4204 2.1116 0.237
H -2.1877 1.6973 1.7032 0.271
H -1.1544 -1.4633 -1.7410 0.334
H -0.6931 -1.9962 -0.0807 0.319
H 0.2128 -2.4674 -1.4692 0.392
H 2.0633 -0.5669 -2.0990 0.345
H 2.1484 1.0443 -1.0662 0.322
H 1.1658 0.6738 -2.5062 0.352
```

- 2S+1: 1
- LUMO level (alpha / beta): -6.171 / -6.399 eV
- HOMO level (alpha / beta): -14.046 / -14.345 eV
- Total charge: +1
- Gap between HOMO and LUMO (alpha / beta): 7.8743 / 7.9456 eV

***

Model z:
Here is a 2-piece molecular cluster, C5H8NO overall from OMol25. Energies are from the ωB97M-V functional and the def2-TZVPD basis.

XYZ file:
```
15
Properties=species:S:1:pos:R:3:mulliken_charge:R:1
C 0.3463 -0.0570 -0.5515 -0.339
C -0.9474 0.6854 -0.2365 -0.036
C 1.0092 0.4533 -3.0072 -0.034
C -1.1386 1.0279 0.9289 0.404
C -1.4198 1.2036 2.2615 -1.140
N 0.8457 0.2790 -1.8544 -0.090
O 1.7723 -2.3656 -1.3586 -0.626
H 1.0264 0.2328 0.1950 0.384
H 0.1271 -1.1946 -0.4594 0.305
H -1.5626 1.0787 -1.0275 0.403
H 2.0644 -3.2007 -0.8678 0.315
H -0.6051 1.3880 3.0488 0.380
H -2.0107 0.5046 2.6339 0.385
H -1.8770 2.1122 2.3658 0.390
H 2.3700 -2.1478 -2.0710 0.300
```

- 2S+1: 1
- LUMO level: -6.908 eV
- HOMO level: -14.915 eV
- Total charge: +1
- Gap between HOMO and LUMO: 8.0074 eV

***

Top of the stability list: model z, leading by 0.0456 hartree.

***

Model w:
Here is C5H8NO as an isolated structure from OMol25. Energies are from the ωB97M-V functional and the def2-TZVPD basis.

XYZ file:
```
15
Properties=species:S:1:pos:R:3:mulliken_charge:R:1
C 1.5974 0.6562 0.6529 -0.202
C 1.0753 0.4897 -0.7191 -0.261
C -1.1733 0.6452 -0.3918 0.138
C -0.1041 -0.3602 -0.3907 0.534
C -0.1461 -1.7517 0.1098 -1.206
N 0.1875 0.9263 0.3509 -0.138
O -2.2520 0.5074 0.3080 -0.382
H 1.8033 -0.2074 1.2722 0.225
H 2.1764 1.5432 0.8837 0.243
H 1.2774 1.0631 -1.6070 0.311
H -1.1409 1.5408 -1.4890 0.311
H -0.9823 -1.8935 0.7921 0.357
H 0.7864 -2.0362 0.5941 0.333
H -0.2864 -2.4123 -0.7473 0.334
H -2.8186 1.2894 0.3812 0.403
```

- 2S+1: 1
- LUMO level: -3.527 eV
- HOMO level: -15.472 eV
- Total charge: +1
- Gap between HOMO and LUMO: 11.9455 eV

***

Model x:
Here is an isolated ion of composition C5H8NO and charge +1 from OMol25. Energies are from the ωB97M-V functional and the def2-TZVPD basis.

XYZ file:
```
15
Properties=species:S:1:pos:R:3:mulliken_charge:R:1
C -0.7217 -1.0392 0.3954 -0.266
C 0.7234 -0.8442 0.4394 -0.360
C -2.8460 -0.1224 -0.0499 -0.215
C -1.4212 0.0622 0.2877 -0.281
C 1.0336 0.2847 -0.1572 -0.515
N 2.3739 0.8295 -0.2069 -0.239
O -3.6628 0.7265 -0.2314 -0.403
H -1.1165 -2.0605 0.1172 0.321
H 1.3914 -1.5161 0.9372 0.415
H -3.1468 -1.1691 -0.4598 0.243
H -0.9439 0.9677 0.3276 0.688
H 0.3645 0.7858 -0.8821 0.464
H 2.4767 1.3918 -1.0873 0.398
H 3.1084 0.2224 -0.0859 0.324
H 2.3870 1.4807 0.6561 0.425
```

- 2S+1: 1
- LUMO level: -4.390 eV
- HOMO level: -13.008 eV
- SMILES string: [NH3+]/C=C/C=C/C=O
- Total charge: +1
- Gap between HOMO and LUMO: 8.6181 eV

***

Top of the stability list: model x, leading by 0.0799 hartree.